Record 1
DFT (wB97M-V/def2-TZVPD) results for the molecule C3H5FO2 at a distorted geometry.

The geometry in ORCA input format:
```
! RIJCOSX wB97M-V def2-TZVPD def2/J DEFGRID3
* xyz 0 1
O 1.02914 1.47910 -0.18321
C 0.06342 0.76027 0.44191
C 0.15223 -0.73985 0.43674
O 1.27093 -1.25107 -0.24529
C -0.84837 -0.03238 -0.38498
F -2.21197 -0.08932 -0.11264
H 0.61169 2.22472 -0.62948
H -0.31371 1.17379 1.36797
H -0.20155 -1.36875 1.26905
H 1.07980 -2.17724 -0.46329
H -0.63161 0.02073 -1.49677
*
```

## Properties
Kohn-Sham gap in eV: 10.57
HOMO level in eV: -9.715
Energy above the lowest of the compared OMol25 structures with the same formula, charge and spin in kcal/mol: 44.3

---

Record 2
DFT (wB97M-V/def2-TZVPD) results for the molecule C3H5NOS2 at a distorted geometry.

The geometry in ORCA input format:
```
! RIJCOSX wB97M-V def2-TZVPD def2/J DEFGRID3
* xyz 0 1
C 0.39409 -2.07509 0.45001
N 0.42819 -0.59346 0.20702
S 1.98692 0.05863 -0.27261
C -0.69370 0.12390 -0.19171
S -2.18797 -0.35872 -0.15368
C -0.49905 1.64042 -0.09607
O 0.35534 2.12452 0.60536
H -0.44440 -2.24865 1.11603
H 1.33808 -2.48233 0.86433
H 0.27808 -2.53048 -0.61766
H 2.30812 -1.07734 -1.12264
H -1.31108 2.16294 -0.68496
*
```

## Properties
Kohn-Sham gap in eV: 8.32
HOMO level in eV: -8.942
Energy above the lowest of the compared OMol25 structures with the same formula, charge and spin in kcal/mol: 48.0

---

Record 3
DFT (wB97M-V/def2-TZVPD) results for a cluster of 2 separate species, C3H10NOS in total at a distorted geometry.

The geometry in ORCA input format:
```
! RIJCOSX wB97M-V def2-TZVPD def2/J DEFGRID3
* xyz -1 1
C -0.86394 0.72105 0.42433
C 0.52606 1.22952 0.04794
S 1.58808 -0.05929 -0.80699
C -1.77222 0.37582 -0.75056
N -3.10088 -0.15088 -0.33214
H -0.77604 -0.24022 0.94995
H -1.36427 1.34682 1.15648
H 0.48253 2.11934 -0.57220
H 1.00128 1.63258 0.90349
H -1.88805 1.33626 -1.39848
H -1.28920 -0.38168 -1.31865
H -3.13223 -0.03922 0.68825
H -3.09058 -1.17764 -0.51841
H 1.85438 -1.18016 0.83587
H 1.12408 -1.54679 2.10993
O 2.00444 -1.72785 1.75880
*
```

## Properties
Kohn-Sham gap in eV: 7.05
HOMO level in eV: -3.080
Energy above the lowest of the compared OMol25 structures with the same formula, charge and spin in kcal/mol: 13.9